{"formula": "C49H46I2N2O5PtSSi", "method": "ωB97M-V/def2-TZVPD", "elements": ["Pt", "C", "C", "C", "O", "C", "C", "O", "C", "O", "C", "C", "C", "C", "C", "C", "C", "C", "C", "C", "C", "C", "C", "O", "C", "C", "C", "C", "C", "C", "C", "C", "C", "C", "C", "C", "H", "H", "H", "H", "H", "H", "H", "H", "H", "H", "H", "H", "H", "H", "H", "H", "H", "H", "H", "H", "H", "H", "H", "H", "H", "H", "H", "H", "I", "C", "C", "C", "I", "C", "C", "C", "C", "N", "C", "C", "O", "H", "H", "H", "H", "C", "Si", "C", "C", "N", "C", "C", "C", "C", "C", "C", "H", "H", "H", "H", "H", "H", "H", "H", "H", "H", "H", "H", "H", "H", "S"], "xyz": [[-1.355, 0.062, 0.369], [3.696, -0.178, -3.814], [3.643, -0.334, -2.276], [5.046, -0.728, -1.800], [3.272, 0.851, -1.641], [1.852, 0.808, -1.560], [1.579, -0.686, -1.220], [2.660, -1.299, -1.944], [1.498, -1.301, 0.225], [0.551, -0.731, 1.002], [1.240, -2.819, 0.119], [1.083, -3.486, 1.332], [0.939, -4.858, 1.379], [0.944, -5.597, 0.207], [1.037, -4.938, -1.005], [1.179, -3.560, -1.051], [2.855, -1.136, 0.913], [3.864, -2.082, 0.793], [5.062, -1.908, 1.468], [5.261, -0.781, 2.249], [4.247, 0.155, 2.382], [3.048, -0.028, 1.724], [1.281, 2.084, -0.842], [0.370, 1.861, 0.123], [0.642, 3.072, -1.863], [0.321, 4.325, -1.341], [-0.343, 5.275, -2.088], [-0.699, 5.008, -3.400], [-0.390, 3.774, -3.935], [0.267, 2.817, -3.176], [2.480, 2.882, -0.277], [2.556, 3.128, 1.085], [3.574, 3.907, 1.606], [4.519, 4.469, 0.767], [4.443, 4.241, -0.597], [3.428, 3.458, -1.116], [4.364, 0.642, -4.065], [2.715, 0.028, -4.231], [4.077, -1.099, -4.243], [5.773, -0.063, -2.262], [5.251, -1.756, -2.084], [5.107, -0.616, -0.723], [1.495, 0.859, -2.598], [0.627, -0.962, -1.699], [1.085, -2.905, 2.241], [0.829, -5.361, 2.330], [0.870, -6.676, 0.240], [1.015, -5.503, -1.930], [1.283, -3.081, -2.013], [3.710, -2.952, 0.171], [5.842, -2.653, 1.374], [6.201, -0.643, 2.767], [4.393, 1.028, 3.003], [2.220, 0.652, 1.835], [0.579, 4.538, -0.313], [-0.603, 6.225, -1.640], [-1.222, 5.748, -3.991], [-0.666, 3.545, -4.957], [0.447, 1.860, -3.643], [1.783, 2.720, 1.719], [3.630, 4.079, 2.672], [5.303, 5.098, 1.170], [5.181, 4.687, -1.254], [3.374, 3.302, -2.184], [-2.822, -5.090, 1.109], [-3.460, -3.891, -0.506], [-4.441, -4.360, -1.352], [-4.857, -3.583, -2.409], [-6.331, -4.425, -3.712], [-4.309, -2.321, -2.659], [-4.707, -1.443, -3.683], [-4.073, -0.237, -3.830], [-3.019, 0.084, -2.966], [-2.639, -0.705, -1.989], [-3.257, -1.874, -1.802], [-2.804, -2.652, -0.659], [-1.905, -2.254, 0.117], [-4.884, -5.332, -1.180], [-5.517, -1.733, -4.342], [-4.377, 0.453, -4.603], [-2.489, 1.021, -3.056], [-4.761, 2.092, 1.100], [-3.374, 1.809, 2.401], [-4.235, 2.276, 4.070], [-1.956, 3.087, 2.342], [-2.714, 0.237, 2.239], [-2.835, -0.833, 3.055], [-3.929, -1.006, 3.924], [-3.989, -2.070, 4.797], [-2.984, -3.022, 4.827], [-1.901, -2.877, 3.968], [-1.825, -1.815, 3.098], [-5.147, 3.106, 1.128], [-5.593, 1.407, 1.246], [-4.359, 1.921, 0.107], [-4.242, 3.356, 4.188], [-3.701, 1.858, 4.917], [-5.265, 1.937, 4.115], [-2.255, 3.991, 1.820], [-1.116, 2.661, 1.804], [-1.616, 3.361, 3.339], [-4.724, -0.278, 3.897], [-4.832, -2.157, 5.473], [-3.044, -3.866, 5.504], [-1.101, -3.605, 3.997], [-0.983, -1.704, 2.427], [-1.941, 2.006, -0.750]], "forces_ev_per_a": [[0.2818, 0.2096, 0.8518], [-0.2091, 0.0845, 0.4902], [0.7336, -0.0745, -0.6224], [-0.5537, 0.2672, 0.1166], [0.1275, -0.1156, 0.0302], [-0.3725, -0.0481, -0.3606], [-0.4677, 0.0910, 0.3165], [0.0716, -0.1277, 0.0207], [0.5500, -0.2693, -0.7886], [-1.3154, 0.6043, 0.0169], [-0.1209, -0.0132, -0.0989], [-0.0288, -0.0424, -0.0516], [0.0975, 0.0366, 0.0876], [0.0016, -0.1302, -0.1221], [-0.0065, -0.2582, -0.0906], [0.0531, 0.1735, 0.0055], [-0.0495, -0.0965, 0.0507], [0.0649, 0.0713, 0.1664], [0.0479, -0.1202, -0.0155], [0.1899, -0.0646, 0.1148], [0.1267, 0.1191, 0.0457], [-0.0907, -0.1272, -0.0464], [0.5590, 0.1128, -0.7514], [-0.4654, 0.0217, 1.0517], [0.0148, 0.0449, -0.2696], [-0.0194, 0.1039, 0.0341], [0.0023, 0.0502, 0.1371], [-0.1154, 0.0364, -0.1593], [-0.0790, 0.1263, -0.2174], [0.2225, -0.1621, 0.0792], [-0.0372, 0.0597, 0.3074], [-0.1717, -0.0769, -0.1648], [0.1333, 0.1005, 0.1021], [0.1375, 0.1094, 0.2065], [0.0774, 0.0553, -0.1766], [0.1175, 0.1077, 0.0408], [0.1129, 0.0727, -0.0425], [-0.1785, -0.0072, -0.0422], [0.0050, -0.1278, -0.1232], [0.0942, 0.0235, -0.0883], [0.0557, -0.1063, -0.0106], [0.0550, -0.0328, 0.0029], [-0.0142, -0.1012, 0.1943], [0.1302, 0.0155, 0.0304], [0.0016, 0.0806, 0.1219], [-0.0224, -0.0185, 0.1189], [-0.0963, -0.0575, -0.0071], [-0.0186, -0.0036, -0.0065], [-0.0114, 0.0118, -0.0281], [0.0080, -0.0598, -0.0169], [0.0453, 0.0045, 0.0047], [0.0530, 0.0150, 0.0471], [0.0221, 0.0937, 0.0407], [-0.0869, 0.0690, 0.0046], [-0.0230, -0.0046, 0.0600], [0.0183, 0.0906, 0.0441], [-0.0252, 0.0371, -0.0341], [-0.0296, -0.0425, -0.0205], [0.0429, -0.0735, 0.0221], [-0.0812, -0.0407, 0.0261], [-0.0359, 0.0389, 0.1001], [0.0572, -0.0108, 0.0252], [-0.0359, -0.0182, -0.0488], [-0.0508, -0.0218, -0.0356], [-0.2530, 0.1632, -0.3172], [0.5794, -0.2960, 0.7081], [-0.2706, 0.0952, -0.4160], [-0.6893, -0.8153, -0.2776], [0.2975, 0.2280, 0.3080], [0.3436, 0.2260, 0.1474], [0.0209, 0.1879, -0.1243], [-0.2042, -0.2906, -0.1021], [0.0699, -0.0960, 0.0776], [0.0815, 0.2144, -0.4527], [-0.4129, -0.1598, -0.1696], [-0.3324, -0.3306, -0.0877], [0.3652, 0.7559, 0.3158], [0.0259, 0.0108, 0.0011], [0.0299, 0.0347, 0.0156], [0.0184, 0.0810, -0.0586], [0.0800, 0.0988, -0.0802], [0.6409, -0.0436, 0.3090], [-0.2898, 0.7131, 0.0852], [0.2261, -0.4716, -0.4923], [-0.3918, -0.4502, -0.2106], [0.5033, 0.7030, -1.1185], [0.1377, -0.4915, 0.2966], [0.0083, 0.1244, -0.1273], [-0.1044, -0.1556, 0.1964], [0.0040, -0.2125, 0.2452], [-0.0210, -0.0451, 0.1154], [0.0689, 0.0428, -0.0209], [-0.0987, 0.3145, 0.0739], [-0.0799, -0.1692, 0.1941], [-0.0456, -0.0449, -0.1535], [0.0760, 0.2536, -0.1315], [0.1300, -0.1318, 0.2380], [-0.2266, -0.1332, 0.0458], [-0.0772, 0.2428, -0.1122], [0.1931, 0.0312, -0.0762], [-0.0761, -0.0235, 0.2466], [-0.1557, 0.0475, 0.0269], [-0.0802, -0.0312, -0.0209], [0.0152, 0.0136, 0.0173], [0.0757, -0.0737, -0.1046], [0.0631, -0.0308, 0.0685], [0.2561, -0.7704, 0.2467]], "lowdin_spin": [1.609, 0.000, 0.000, 0.000, 0.000, 0.001, 0.009, 0.002, 0.015, 0.194, 0.000, 0.000, 0.000, 0.000, 0.000, 0.000, 0.008, 0.002, 0.001, 0.000, 0.000, 0.000, 0.024, 0.363, 0.019, 0.010, 0.004, 0.001, 0.002, 0.007, 0.015, 0.001, 0.000, 0.000, 0.001, 0.002, 0.000, 0.000, 0.000, 0.000, 0.000, 0.000, 0.000, 0.003, 0.000, 0.000, 0.000, 0.000, 0.000, 0.000, 0.000, 0.000, 0.000, 0.000, 0.000, 0.000, 0.000, 0.000, 0.000, 0.001, 0.000, 0.000, 0.000, 0.000, 0.000, 0.006, 0.001, 0.001, 0.000, 0.002, 0.000, 0.002, 0.025, 0.034, 0.001, 0.006, 0.079, 0.000, 0.000, 0.000, 0.014, 0.017, 0.019, 0.004, 0.012, 0.189, 0.017, 0.014, 0.001, 0.009, 0.000, 0.010, 0.000, 0.000, 0.018, 0.001, 0.000, 0.000, 0.003, 0.005, 0.000, 0.001, 0.000, 0.001, 0.000, 0.000, 1.214], "e_above_lowest_kj_mol": 0.0, "orbital_gap_ev": [5.4, 5.3], "spin_multiplicity": 5, "charge": -2, "e_homo_ev": [-2.01, -1.86], "lumo_energy_ev": [3.418, 3.415], "mol_weight_da": 1251.95}